Below is a cluster of 3 separate species, C17H21BrF16NO8PS in total at a distorted geometry, with properties calculated with wB97M-V/def2-TZVPD.

The geometry in XYZ format:
```
66
Properties=species:S:1:pos:R:3
N 0.36190 -5.06476 -1.46331
P 1.19423 -3.85508 -1.99915
C 0.47748 -2.13459 -1.66062
C -0.53263 -1.67082 -2.66578
C -1.58050 -2.71547 -3.06971
C -2.92430 -2.51201 -2.39590
O -2.75879 -1.94776 -1.11796
O -0.14893 -2.21861 -0.36078
S 0.87945 -2.01858 0.82524
O 0.44994 -1.04880 1.74525
O 1.20077 -3.28800 1.33242
O 2.08203 -1.40206 -0.06242
C 1.68135 -1.21349 -1.40640
C 1.69454 0.23317 -1.84942
C 0.48823 1.02821 -1.46289
O -0.34109 0.72443 -0.64264
Br 0.36977 2.73867 -2.43310
H 0.07329 -5.66122 -2.22813
H 2.48098 -3.79271 -1.43090
H 1.31974 -3.86353 -3.40610
H 0.00915 -1.31877 -3.53562
H -1.06693 -0.81829 -2.28456
H -1.73679 -2.60477 -4.13313
H -1.24035 -3.72783 -2.91837
H -3.56483 -1.87563 -3.00289
H -3.41544 -3.47819 -2.33710
H -3.46463 -2.22998 -0.53289
H 2.48259 -1.64172 -2.01319
H 1.92187 0.34004 -2.89455
H 2.51553 0.71231 -1.32930
C -5.47918 -1.82521 4.68663
C -6.13325 -1.39021 3.35948
C -6.88190 -2.44184 2.53480
F -6.07126 -3.42360 2.10141
F -7.41022 -1.83956 1.44121
F -5.22912 -0.75243 2.58860
F -7.08485 -0.47333 3.69979
O -4.07799 -2.05533 4.72237
C -3.50606 -3.28400 4.46508
C -2.57253 -3.23503 3.25387
F -3.24405 -2.85909 2.14479
F -2.06347 -4.46570 3.03566
F -4.42703 -4.26243 4.35742
F -2.73809 -3.58943 5.53232
H -5.60176 -0.95899 5.33464
H -6.03431 -2.63179 5.16490
H -7.69893 -2.87777 3.11631
H -1.75622 -2.52970 3.42615
C 3.80139 6.41475 -0.68310
C 3.41491 4.94451 -0.93885
C 3.79043 3.90158 0.11793
F 5.11980 3.78705 0.27254
F 3.32305 2.68947 -0.28330
F 3.85676 4.56079 -2.15569
F 2.05454 4.92051 -0.98259
O 4.93932 6.95314 -1.34503
C 6.21174 6.91278 -0.81888
C 7.17520 6.12855 -1.71451
F 6.76776 4.85478 -1.86645
F 8.39825 6.11676 -1.13824
F 6.23197 6.47274 0.45297
F 6.66605 8.18493 -0.79754
H 2.97727 6.98081 -1.11357
H 3.80011 6.65486 0.37970
H 3.33206 4.14361 1.08026
H 7.24193 6.59967 -2.69720
```

Properties
**Structure (SMILES)**: N=[PH2][C@@]1(CCCO)OS(=O)(=O)O[C@@H]1CC(=O)Br.FC(F)C(F)(F)COC(F)(F)C(F)F.FC(F)C(F)(F)COC(F)(F)C(F)F
**Molecular weight**: 814.267 g mol⁻¹
**Kohn-Sham gap**: 0.339 Eh
**Total charge**: 0
**HOMO level**: -8.923 eV

***

Below is a structure of composition C17H21Cl2N8OsPS, with properties calculated with wB97M-V/def2-TZVPD.

The geometry in XYZ format:
```
51
Properties=species:S:1:pos:R:3
Os 0.31013 -0.54405 -0.49897
C -0.23107 0.44138 4.90939
N 0.24324 -0.19402 3.66347
C 1.09850 -1.26158 3.62168
C 1.27113 -1.58683 2.31427
N 0.52761 -0.70720 1.54631
C -0.08698 0.12645 2.40890
P -1.33602 1.35855 1.93212
C -2.25907 0.20259 0.84773
N -1.67752 -0.56915 -0.09330
C -2.66847 -1.35763 -0.65986
C -3.83706 -1.04840 -0.04484
N -3.56368 -0.06712 0.88238
C -4.57837 0.55370 1.75833
C -0.29500 2.08944 0.60551
N 0.38176 1.37520 -0.33647
C 1.02051 2.27512 -1.19579
C 0.73826 3.49840 -0.75617
N -0.10049 3.36259 0.34839
C -0.62841 4.50807 1.11889
H 0.48532 0.21364 5.69372
H -1.20521 0.03785 5.17892
H -0.28530 1.51835 4.77418
H 1.49710 -1.71196 4.51569
H 1.83965 -2.39882 1.90155
H -2.47868 -2.07878 -1.43738
H -4.83194 -1.43694 -0.18935
H -5.55901 0.31063 1.35961
H -4.44790 1.63268 1.76118
H -4.48590 0.14929 2.76431
H 1.63273 1.97286 -2.02617
H 1.04308 4.45930 -1.13368
H -0.56436 5.39139 0.49028
H -0.02169 4.64792 2.01148
H -1.66647 4.32457 1.38357
S 2.38090 -1.35778 -0.53664
C 3.01126 -2.16903 -2.02421
N 4.10677 -2.93478 -1.78664
C 4.75582 -3.55109 -2.78938
C 4.27915 -3.39490 -4.07704
C 3.15228 -2.60571 -4.24524
N 2.53137 -1.99685 -3.21378
H 4.45887 -3.04273 -0.83633
H 5.62356 -4.14536 -2.52532
H 4.77273 -3.87488 -4.91201
H 2.72187 -2.44265 -5.22622
Cl -1.87240 1.84630 -2.66674
C -1.54265 0.41604 -3.56459
Cl -0.10069 -0.61301 -2.89039
H -1.17755 0.65139 -4.56069
H -2.38172 -0.27244 -3.56467
```

Properties
**Energy relative to the best compared isomer or geometry (same formula, charge and spin)**: 0.0 kcal per mole
**Molecular weight**: 661.588 g mol⁻¹
**Kohn-Sham gap (spin up / spin down)**: 0.208 / 0.208 Eh
**Total charge**: +4
**HOMO level (spin up / spin down)**: -20.749 / -20.749 eV

***

Below is a structure of composition C17H21Cl3O4Pd at a distorted geometry, with properties calculated with wB97M-V/def2-TZVPD.

The geometry in XYZ format:
```
46
Properties=species:S:1:pos:R:3
C -0.61359 0.91768 -2.42038
C -1.42456 -0.23432 -2.29264
C -0.61631 -1.33692 -1.91479
C -2.88535 -0.28593 -2.54589
C 0.76088 -0.87151 -1.83132
C 0.73860 0.56343 -2.10629
C 1.94885 1.36116 -2.36425
C -1.06168 2.24129 -2.88944
C -1.05183 -2.72924 -1.74602
C 1.97349 -1.71106 -1.91928
Pd 0.43084 -0.06888 0.09892
Cl -2.02925 0.05874 0.71582
Cl 0.77475 2.99458 0.24141
Cl 0.94877 -2.18361 0.97032
H -3.37706 0.62753 -2.18964
H -3.34576 -1.13202 -2.02735
H -3.09488 -0.38561 -3.62052
H -2.10023 -2.76953 -1.41584
H -0.42933 -3.22206 -0.98565
H -0.96910 -3.27547 -2.70099
H 1.88446 -2.49915 -1.16368
H 2.84209 -1.10115 -1.68195
H 2.11100 -2.16358 -2.90791
H 2.75044 1.03734 -1.69139
H 1.75567 2.42499 -2.17451
H 2.28250 1.24020 -3.40658
H -2.05585 2.47386 -2.48473
H -1.12614 2.28628 -3.98825
H -0.36283 3.01039 -2.55008
O 2.03945 1.74611 0.49954
H 2.38923 2.03762 1.38528
O 2.18148 2.12130 3.50797
C 1.75668 1.69052 4.63342
C 2.21239 2.21506 5.88619
C 1.75079 1.71720 7.09532
C 0.80236 0.69307 7.14858
C 0.31538 0.16007 5.95087
C 0.74905 0.61912 4.72411
C 0.16535 -0.03235 3.51065
O -0.62209 -0.94787 3.56592
O 0.61253 0.50686 2.36121
H 1.29043 1.22913 2.61793
H 2.94936 3.00967 5.86447
H 2.13498 2.13643 8.02764
H 0.43260 0.30477 8.09805
H -0.42144 -0.64052 5.95316
```

Properties
**Spin multiplicity**: 5
**Molecular weight**: 502.130 g mol⁻¹
**Kohn-Sham gap (spin up / spin down)**: 0.166 / 0.204 Eh
**Total charge**: -2
**HOMO level (spin up / spin down)**: 0.548 / -1.682 eV

***

Below is an isolated molecule of C17H21ClF2N4O at a distorted geometry, with properties calculated with wB97M-V/def2-TZVPD.

The geometry in XYZ format:
```
46
Properties=species:S:1:pos:R:3
F 3.18137 -5.79006 -5.64739
F 2.59842 -5.66111 -3.54736
Cl 0.89339 -2.68725 -6.77815
N 1.03296 -1.29523 1.46457
O 2.95300 -3.73543 -4.66363
C 1.56276 -1.52001 0.25430
C 0.59487 -1.77270 -0.81730
C -0.56723 -1.59603 -0.06434
C -0.20817 -1.82061 -4.51052
C -0.33044 -1.53587 -3.15660
C 1.63575 -2.77119 -2.80726
C 0.88940 -2.45092 -5.05543
C 1.84172 -3.09837 -4.14862
C 0.59941 -2.06640 -2.25250
N -0.29577 -1.40021 1.26351
N -2.88915 0.69527 2.88272
N -2.90761 2.15885 3.06633
C 2.48459 -5.09913 -4.71781
C 1.06640 5.15936 1.42479
C -1.25863 -1.06215 2.22966
C 0.45747 4.23608 2.56379
C -1.02224 3.74355 2.32100
C -0.71210 1.32269 3.20656
C -1.59320 0.46034 2.26355
C -1.49222 2.65089 3.36077
H 2.56973 -1.57802 0.03433
H -1.51276 -1.53775 -0.45377
H -0.97636 -1.32852 -5.17892
H -1.14949 -0.97363 -2.74994
H 2.51620 -3.08573 -2.16844
H -3.65467 0.42947 2.27933
H -3.53049 2.49310 3.85089
H 1.44021 -5.04010 -4.97421
H 1.17191 4.53961 0.52865
H 2.04362 5.57458 1.67135
H 0.45317 6.03799 1.26719
H -0.97853 -1.43863 3.19833
H -2.24008 -1.42213 2.00504
H 1.07050 3.32814 2.73712
H 0.48610 4.85830 3.32638
H -1.66633 4.60082 2.43329
H -1.25562 3.32297 1.38648
H 0.32257 1.30882 2.83464
H -0.59425 0.86638 4.16736
H -1.54194 0.91851 1.27213
H -1.48824 3.06145 4.39812
```

Properties
**Structure (SMILES)**: CCC[C@@H]1C[C@@H](Cn2cc(-c3ccc(Cl)c(OC(F)F)c3)cn2)NN1
**Molecular weight**: 370.831 g mol⁻¹
**Kohn-Sham gap**: 0.316 Eh
**Total charge**: 0
**HOMO level**: -8.137 eV

***

Below is an isolated molecule of C17H21ClN2O2 at a distorted geometry, with properties calculated with wB97M-V/def2-TZVPD.

The geometry in XYZ format:
```
43
Properties=species:S:1:pos:R:3
O 0.78556 0.83091 -2.90623
O -0.67367 -4.87857 1.70848
Cl 4.46002 2.08558 3.07652
C 0.09865 0.40323 -1.99345
C -0.79160 -3.87507 1.01326
C 3.37176 2.13696 0.59362
C 1.84578 2.48550 2.45307
C 2.32161 2.22601 -0.30526
C 0.79658 2.57304 1.57153
C 3.13920 2.23025 1.97132
C 1.00269 2.47676 0.17360
N -0.02625 -0.95969 -1.98910
N -0.62325 1.19448 -1.08614
C -1.53034 -3.96669 -0.31803
C -0.17474 -2.56945 1.51424
C -1.50780 0.55669 -0.12341
C -0.96729 -3.06581 -1.41818
C 0.39064 -1.81462 0.29268
C -1.88589 -0.89060 -0.52948
C -0.61525 -1.69149 -0.88681
C -1.29734 3.54242 -0.47599
C -0.15752 2.53820 -0.85082
H 4.37879 1.98072 0.24436
H 1.63793 2.56875 3.52327
H 2.57015 2.01111 -1.37266
H -0.21056 2.73559 2.00154
H 0.65264 -1.43663 -2.54688
H -1.53527 -4.99633 -0.65148
H -2.57483 -3.68845 -0.16140
H 0.62127 -2.78082 2.21582
H -0.90238 -1.91758 2.04998
H -2.44336 1.14992 -0.08659
H -1.01234 0.52455 0.84577
H -0.07379 -3.61649 -1.75280
H -1.70305 -3.02405 -2.25204
H 1.29002 -2.33809 -0.04839
H 0.73686 -0.85393 0.60574
H -2.53241 -0.86161 -1.37998
H -2.40707 -1.37589 0.29561
H -2.05123 3.54332 -1.27968
H -0.88668 4.57370 -0.44355
H -1.73573 3.28815 0.50344
H 0.21948 2.94604 -1.79549
```

Properties
**Energy relative to the best compared isomer or geometry (same formula, charge and spin)**: 11.4 kcal per mole
**Structure (SMILES)**: C[C@@H](c1ccc(Cl)cc1)N1CCC2(CCC(=O)CC2)NC1=O
**Molecular weight**: 320.820 g mol⁻¹
**Kohn-Sham gap**: 0.345 Eh
**Total charge**: 0
**HOMO level**: -8.914 eV